The following is a DFT calculation (the ωB97M-V functional and the def2-TZVPD basis) of an isolated molecule of CH4N2OS.

Last column: Mulliken charge in e.
Element x y z (Å)
C -2.086 -0.764 -0.094  -0.2770
N -0.845 -0.527 -0.153  -0.2646
S 0.416 -1.509 0.170  0.1793
O 1.658 -0.721 -0.500  -0.2635
N 2.350 0.375 0.220  -0.3690
H -2.620 0.184 -0.191  0.2350
H -2.509 -1.716 0.071  0.2655
H 3.317 0.121 0.198  0.2451
H 1.960 1.202 -0.143  0.2492

The calculation puts the HOMO energy at -8.53 eV. As for the energy relative to the best compared isomer or geometry (same formula, charge and spin): 93.5 kcal per mole. The electronic energy comes out at -623.31024 a.u. The multiplicity is 1. The value obtained for the lowest unoccupied orbital energy is 1.0 eV. Its SMILES is C=NSON.

The following is a DFT calculation (the ωB97M-V functional and the def2-TZVPD basis) of a structure of composition CH4N2OS.

Last column: Mulliken charge in e.
Element x y z (Å)
C 0.733 -0.067 -0.142  0.2283
H 0.990 1.841 0.530  0.3435
H -0.526 1.192 0.764  0.3433
H -0.058 -1.941 0.312  0.2589
H -1.931 -0.169 -1.005  0.3808
N 0.311 1.249 -0.239  -0.6385
N -0.212 -0.983 -0.066  -0.0796
O -1.660 -0.599 -0.043  -0.4829
S 2.354 -0.525 -0.111  -0.3539

The calculation puts the HOMO energy at -8.52 eV. As for the energy relative to the best compared isomer or geometry (same formula, charge and spin): 97.6 kcal per mole. The electronic energy comes out at -623.30368 a.u. The multiplicity is 1. The value obtained for the lowest unoccupied orbital energy is 0.1 eV.

The following is a DFT calculation (the ωB97M-V functional and the def2-TZVPD basis) of a structure of composition CH4N2OS.

Last column: Mulliken charge in e.
Element x y z (Å)
C 1.942 -0.275 0.848  -0.2065
N -0.269 -1.085 -0.693  -0.4095
N 0.015 -0.325 0.422  -0.3550
O 4.300 -0.218 -0.023  -0.5109
S 2.917 0.154 -0.364  0.3066
H 2.251 -0.841 1.650  0.3633
H -0.213 -2.049 -0.293  0.2910
H 0.500 -1.022 -1.371  0.2467
H -0.118 0.631 0.195  0.2741

The calculation puts the HOMO energy (alpha / beta) at -9.61 / -9.61 eV. As for the energy relative to the best compared isomer or geometry (same formula, charge and spin): 117.4 kcal per mole. The electronic energy comes out at -623.27216 a.u. The multiplicity is 1. The value obtained for the lowest unoccupied orbital energy (alpha / beta) is -0.5 / -0.5 eV.

The following is a DFT calculation (the ωB97M-V functional and the def2-TZVPD basis) of an isolated molecule of CH4N2OS.

Last column: Mulliken charge in e.
Element x y z (Å)
N -0.362 -0.109 -1.454  -0.4992
S -0.793 -1.141 -0.175  -0.0121
N 0.108 -0.501 1.065  -0.2489
C -0.510 0.802 1.819  0.1384
O -1.489 1.312 1.418  -0.4005
H -0.020 -0.607 -2.263  0.2472
H -1.109 0.523 -1.716  0.2446
H 0.921 -0.946 1.450  0.2025
H 0.149 1.067 2.644  0.3281

The calculation puts the HOMO energy at -8.83 eV. As for the energy relative to the best compared isomer or geometry (same formula, charge and spin): 33.2 kcal per mole. The electronic energy comes out at -623.40636 a.u. The multiplicity is 1. The value obtained for the lowest unoccupied orbital energy is 0.9 eV. Its SMILES is NSNC=O.